Entry 1:
A cluster of 2 separate species, C6H9N2O2 in total in a non-equilibrium geometry. Source: OMol25; level of theory: wB97M-V/def2-TZVPD.

```
19
Properties=species:S:1:pos:R:3:nbo_charge:R:1
C -0.329 1.205 -3.854 -0.67
C -0.306 -0.877 -1.026 0.35
C 0.146 1.212 -1.275 0.11
C -0.058 0.559 -2.554 0.28
N -0.065 0.291 -0.359 -0.48
N -0.356 -0.720 -2.348 -0.47
H -0.081 0.474 0.711 0.49
H -0.225 -1.798 -0.461 0.23
H 0.278 2.233 -0.947 0.25
H -1.305 1.680 -3.775 0.26
H -0.319 0.497 -4.667 0.26
H 0.377 2.008 -4.058 0.24
C -0.129 -1.643 3.218 -0.72
C 0.322 -0.340 2.573 0.75
O -0.602 0.433 2.113 -0.81
O 1.518 -0.040 2.624 -0.70
H -0.718 -2.228 2.501 0.20
H -0.691 -1.547 4.145 0.23
H 0.743 -2.257 3.421 0.22
```

Output
**Multiplicity**: 2
**Kohn-Sham gap (spin up / spin down)**: 8.49 / 4.47 eV
**Lowest unoccupied orbital energy (spin up / spin down)**: 0.18 / -3.84 eV
**Relative energy (zero: lowest compared OMol25 entry of this formula, charge and spin)**: 20.15 kcal/mol
**Electronic energy**: -13440.95169 eV

=====

Entry 2:
An isolated molecule of C6H9N3O in a non-equilibrium geometry. Source: OMol25; level of theory: wB97M-V/def2-TZVPD.

```
19
Properties=species:S:1:pos:R:3:nbo_charge:R:1
C -2.924 0.060 -0.093 -0.07
C -1.812 -0.789 -0.292 -0.11
C -1.199 1.096 0.641 0.15
C 0.537 -0.579 0.287 0.38
C 0.921 -2.016 0.217 -0.70
C 1.596 1.709 -0.541 -0.44
N -2.488 1.157 0.535 -0.44
N -0.743 -0.120 0.235 -0.41
N 1.835 0.428 -0.058 0.05
O 2.991 -0.012 -0.012 -0.38
H -3.919 -0.155 -0.053 0.21
H -1.603 -1.790 -0.556 0.22
H -0.624 2.003 0.953 0.21
H 0.536 -2.532 1.033 0.23
H 0.428 -2.482 -0.693 0.21
H 1.983 -2.043 0.238 0.27
H 0.615 1.640 -0.890 0.20
H 2.346 2.075 -1.194 0.23
H 1.522 2.350 0.244 0.19
```

Output
**Multiplicity**: 3
**Kohn-Sham gap (spin up / spin down)**: 7.89 / 8.33 eV
**Lowest unoccupied orbital energy (spin up / spin down)**: 0.85 / -0.76 eV
**Relative energy (zero: lowest compared OMol25 entry of this formula, charge and spin)**: 30.21 kcal/mol
**Electronic energy**: -12879.81771 eV

=====

Entry 3:
An isolated molecule of C6H9N3O2 in a non-equilibrium geometry. Source: OMol25; level of theory: wB97M-V/def2-TZVPD.

```
20
Properties=species:S:1:pos:R:3:nbo_charge:R:1
C 0.826 -2.057 0.202 0.16
C 1.594 -0.992 0.231 -0.20
C -0.985 -0.588 -0.276 0.46
C 2.263 0.030 -0.024 0.23
C -0.848 0.436 0.913 -0.49
C -2.214 -0.005 0.378 -0.06
N 2.926 0.772 -0.962 -0.47
N 2.893 1.261 0.444 -0.46
N -3.113 0.847 -0.209 -0.77
O -0.479 -1.917 0.030 -0.48
O -0.631 -0.159 -1.531 -0.70
H 1.179 -2.946 0.676 0.21
H -0.393 1.403 0.725 0.22
H -0.468 -0.060 1.937 0.24
H -2.766 -0.688 1.069 0.21
H 3.904 0.504 -1.120 0.36
H 2.330 2.075 0.408 0.35
H -2.623 1.460 -0.714 0.35
H 0.234 0.317 -1.402 0.49
H -3.630 0.307 -0.775 0.36
```

Output
**Multiplicity**: 1
**Kohn-Sham gap**: 9.90 eV
**Lowest unoccupied orbital energy**: 0.85 eV
**Relative energy (zero: lowest compared OMol25 entry of this formula, charge and spin)**: 177.86 kcal/mol
**Electronic energy**: -14926.47757 eV

=====

Entry 4:
An isolated molecule of C6H9N3S in a non-equilibrium geometry. Source: OMol25; level of theory: wB97M-V/def2-TZVPD.

```
19
Properties=species:S:1:pos:R:3:nbo_charge:R:1
C -3.719 -1.281 1.310 -0.03
C -3.496 -1.108 -0.110 -0.03
C -1.822 -0.479 0.980 0.44
C 0.997 0.458 -0.718 -0.47
C 3.486 1.097 -0.591 -0.62
C 2.216 0.686 -1.517 -0.46
N -2.678 -0.857 1.969 -0.49
N -2.272 -0.577 -0.254 -0.51
N -0.590 -0.175 1.436 -0.67
S 0.957 0.278 0.989 0.65
H -4.513 -1.561 1.892 0.20
H -4.119 -1.332 -0.952 0.20
H 0.014 0.152 -1.226 0.27
H 3.326 0.312 0.160 0.20
H 3.536 2.237 -0.389 0.22
H 4.383 0.924 -1.154 0.22
H 2.519 -0.156 -2.188 0.23
H 2.191 1.695 -2.119 0.22
H -0.415 -0.312 2.483 0.44
```

Output
**Multiplicity**: 1
**Kohn-Sham gap (spin up / spin down)**: 7.81 / 5.80 eV
**Lowest unoccupied orbital energy (spin up / spin down)**: 0.18 / -1.20 eV
**Relative energy (zero: lowest compared OMol25 entry of this formula, charge and spin)**: 84.15 kcal/mol
**Electronic energy**: -21669.24877 eV

=====

Entry 5:
The ion C6H9N3S2 with charge +2 in a non-equilibrium geometry. Source: OMol25; level of theory: wB97M-V/def2-TZVPD.

```
20
Properties=species:S:1:pos:R:3:nbo_charge:R:1
C -0.172 0.620 -0.123 -0.37
C -0.157 -0.736 -0.302 -0.17
C 1.089 1.170 -0.062 0.37
C 2.025 -0.941 -0.258 0.59
C -2.764 0.064 -0.334 -0.61
C -2.422 -1.032 0.618 -0.51
N 2.204 0.336 -0.181 -0.55
N 1.342 2.430 0.122 -0.67
N 2.859 -1.948 -0.363 -0.74
S -1.679 1.474 -0.283 0.71
S -1.140 -2.130 -0.054 0.62
H -2.783 -0.354 -1.404 0.29
H -3.783 0.399 -0.132 0.31
H -1.867 -0.508 1.350 0.23
H -3.143 -1.598 1.037 0.28
H 3.173 0.710 -0.164 0.45
H 0.544 3.058 0.202 0.43
H 2.193 2.913 -0.002 0.44
H 2.582 -2.903 -0.122 0.45
H 3.778 -1.834 0.034 0.43
```

Output
**Multiplicity**: 3
**Charge**: +2
**Kohn-Sham gap (spin up / spin down)**: 6.63 / 6.76 eV
**Lowest unoccupied orbital energy (spin up / spin down)**: -8.14 / -11.03 eV
**Electronic energy**: -32487.22937 eV

=====

Entry 6:
A structure of composition C6H9NO in a non-equilibrium geometry. Source: OMol25; level of theory: wB97M-V/def2-TZVPD.

```
17
Properties=species:S:1:pos:R:3:nbo_charge:R:1
C 0.206 -0.777 -0.037 0.06
C 1.227 0.093 -0.649 -0.43
C 0.377 1.237 -0.234 -0.33
C 0.313 0.827 1.345 -0.19
C 0.068 -0.495 1.347 -0.24
C -0.860 0.493 -0.503 0.14
H -0.266 -1.742 -1.788 0.35
H -0.368 -2.776 -0.293 0.35
H 2.157 -0.299 -0.070 0.22
H 1.693 -0.015 -1.651 0.25
H 0.871 2.190 -0.479 0.24
H -0.318 1.528 2.128 0.20
H -0.314 -0.883 2.411 0.27
H -1.019 0.591 -1.706 0.12
H -2.094 1.803 0.773 0.35
N 0.331 -2.107 -0.697 -0.78
O -2.004 0.330 0.102 -0.58
```

Output
**Multiplicity**: 1
**Kohn-Sham gap**: 6.80 eV
**Lowest unoccupied orbital energy**: -1.45 eV
**Relative energy (zero: lowest compared OMol25 entry of this formula, charge and spin)**: 243.71 kcal/mol
**Electronic energy**: -9895.03574 eV

=====

Entry 7:
An isolated molecule of C6H9NO in a non-equilibrium geometry. Source: OMol25; level of theory: wB97M-V/def2-TZVPD.

```
17
Properties=species:S:1:pos:R:3:nbo_charge:R:1
C -0.980 -1.333 -1.133 -0.66
C 0.002 -1.111 -0.023 -0.22
C -0.047 -0.097 1.360 0.08
C 1.076 -0.171 -0.148 0.03
C 0.459 1.154 -0.305 -0.11
C -0.396 1.170 0.797 -0.15
H -1.558 -0.513 -1.579 0.22
H -0.434 -1.796 -1.963 0.22
H -1.800 -2.059 -0.884 0.22
H 0.619 -2.020 0.417 0.23
H -0.459 -0.714 2.260 0.22
H 1.807 -0.397 -0.958 0.18
H 0.257 1.455 -1.257 0.21
H 0.750 3.068 0.703 0.37
H -1.420 1.450 0.517 0.22
N 0.751 2.084 0.943 -0.58
O 1.374 -0.170 1.255 -0.48
```

Output
**Multiplicity**: 1
**Kohn-Sham gap**: 10.18 eV
**Lowest unoccupied orbital energy**: 0.93 eV
**Relative energy (zero: lowest compared OMol25 entry of this formula, charge and spin)**: 124.32 kcal/mol
**Electronic energy**: -9900.21320 eV

=====

Entry 8:
An isolated molecule of C6H9NO in a non-equilibrium geometry. Source: OMol25; level of theory: wB97M-V/def2-TZVPD.

```
17
Properties=species:S:1:pos:R:3:nbo_charge:R:1
C -2.346 -0.224 0.884 -0.63
C -1.639 -0.443 -0.691 -0.42
C -0.274 -0.159 -0.284 -0.12
C 0.185 1.280 -0.155 -0.29
C 1.628 1.256 -0.087 -0.12
C 0.957 -0.814 -0.398 -0.07
H -1.396 -0.758 1.445 0.24
H -3.476 -0.550 1.114 0.22
H -2.347 0.887 0.897 0.21
H -1.901 0.149 -1.493 0.21
H -1.509 -1.478 -1.106 0.21
H -0.331 2.420 0.066 0.24
H 2.111 2.202 -0.054 0.23
H 3.902 -1.183 -0.057 0.49
H 1.191 -1.898 -0.525 0.21
N 2.024 -0.086 -0.117 -0.07
O 3.223 -0.601 0.559 -0.54
```

Output
**Multiplicity**: 1
**Kohn-Sham gap**: 8.67 eV
**Lowest unoccupied orbital energy**: 0.48 eV
**Relative energy (zero: lowest compared OMol25 entry of this formula, charge and spin)**: 139.82 kcal/mol
**Electronic energy**: -9899.54097 eV

=====

Entry 9:
A structure of composition C6H9NO in a non-equilibrium geometry. Source: OMol25; level of theory: wB97M-V/def2-TZVPD.

```
17
Properties=species:S:1:pos:R:3:nbo_charge:R:1
C 0.110 0.961 -0.056 0.02
C -1.154 0.134 -0.027 -0.42
C -0.162 -0.935 0.264 0.21
C 0.618 0.088 1.048 -0.38
C 0.593 -0.958 -1.155 -0.22
C 0.870 0.396 -1.167 -0.19
H -0.266 2.599 0.890 0.35
H -1.015 2.501 -0.648 0.33
H -1.733 0.106 -0.963 0.22
H -1.559 0.343 0.929 0.19
H -1.249 -1.967 1.402 0.46
H 1.658 -0.044 1.206 0.23
H -0.099 0.470 1.869 0.17
H 0.970 -1.869 -1.732 0.24
H 1.191 1.026 -1.980 0.22
N 0.055 2.343 -0.041 -0.76
O -0.442 -2.210 0.734 -0.68
```

Output
**Multiplicity**: 1
**Kohn-Sham gap**: 9.50 eV
**Lowest unoccupied orbital energy**: 0.72 eV
**Relative energy (zero: lowest compared OMol25 entry of this formula, charge and spin)**: 107.98 kcal/mol
**Electronic energy**: -9900.92149 eV

=====

Entry 10:
A cluster of 2 separate species, C6H9NO in total in a non-equilibrium geometry. Source: OMol25; level of theory: wB97M-V/def2-TZVPD.

```
17
Properties=species:S:1:pos:R:3:nbo_charge:R:1
C -0.270 -1.400 -1.289 -0.53
C 0.103 1.955 -0.091 -0.69
C 0.682 0.737 0.557 0.22
C -1.023 -1.048 -0.242 0.19
C 1.397 -0.389 -0.381 0.32
C -1.859 -0.913 0.737 -0.48
N 0.761 0.612 1.806 -0.63
O 2.140 -1.191 0.154 -0.59
H 1.233 -0.259 2.070 0.36
H 1.639 0.160 -1.307 0.14
H -0.409 -0.900 -2.239 0.24
H 0.164 -2.390 -1.336 0.26
H -0.681 2.382 0.531 0.24
H 0.888 2.694 -0.247 0.24
H -0.338 1.716 -1.059 0.21
H -2.805 -1.438 0.722 0.24
H -1.623 -0.327 1.614 0.26
```

Output
**Multiplicity**: 1
**Kohn-Sham gap**: 9.28 eV
**Lowest unoccupied orbital energy**: 0.26 eV
**Relative energy (zero: lowest compared OMol25 entry of this formula, charge and spin)**: 92.88 kcal/mol
**Electronic energy**: -9901.57665 eV

=====

Entry 11:
An isolated molecule of C6H9NO in a non-equilibrium geometry. Source: OMol25; level of theory: wB97M-V/def2-TZVPD.

```
17
Properties=species:S:1:pos:R:3:nbo_charge:R:1
C 0.012 -0.987 1.750 -0.39
C 1.097 -0.903 -0.435 -0.22
C 1.117 0.075 -1.596 -0.16
C 0.345 1.077 -1.231 -0.22
C -0.249 0.904 0.131 -0.16
C -1.821 1.023 -0.167 0.43
H 0.735 -0.563 2.385 0.17
H -1.029 -0.714 2.082 0.22
H 0.000 -2.076 1.685 0.20
H 0.795 -1.866 -0.910 0.16
H 2.056 -1.083 -0.233 0.18
H 1.403 -0.132 -2.618 0.22
H -0.014 1.917 -1.800 0.21
H 0.184 1.561 0.940 0.21
H -2.123 1.833 -0.827 0.11
N 0.218 -0.418 0.512 -0.45
O -2.726 0.354 0.333 -0.51
```

Output
**Multiplicity**: 1
**Kohn-Sham gap**: 8.63 eV
**Lowest unoccupied orbital energy**: 0.76 eV
**Relative energy (zero: lowest compared OMol25 entry of this formula, charge and spin)**: 66.75 kcal/mol
**Electronic energy**: -9902.70976 eV

=====

Entry 12:
An isolated molecule of C6H9NO in a non-equilibrium geometry. Source: OMol25; level of theory: wB97M-V/def2-TZVPD.

```
17
Properties=species:S:1:pos:R:3:nbo_charge:R:1
C 0.369 1.455 0.572 0.69
C 0.927 0.428 1.526 -0.51
C 0.535 -0.920 0.869 -0.41
C 0.541 -0.656 -0.623 -0.05
C -0.840 -0.952 -1.219 -0.41
C -1.194 0.538 -1.057 -0.20
H 2.009 0.645 1.465 0.22
H 0.640 0.448 2.566 0.24
H 1.288 -1.661 1.111 0.22
H -0.432 -1.118 1.336 0.21
H 1.479 -0.710 -1.141 0.21
H -0.728 -1.181 -2.285 0.22
H -1.340 -1.639 -0.640 0.21
H -2.088 0.878 -0.527 0.21
H -1.344 1.077 -2.103 0.18
N 0.138 0.772 -0.553 -0.45
O 0.042 2.597 0.704 -0.57
```

Output
**Multiplicity**: 1
**Kohn-Sham gap**: 10.02 eV
**Lowest unoccupied orbital energy**: 0.99 eV
**Relative energy (zero: lowest compared OMol25 entry of this formula, charge and spin)**: 40.49 kcal/mol
**Electronic energy**: -9903.84818 eV

=====

Entry 13:
An isolated molecule of C6H9NO in a non-equilibrium geometry. Source: OMol25; level of theory: wB97M-V/def2-TZVPD.

```
17
Properties=species:S:1:pos:R:3:nbo_charge:R:1
C -0.136 3.531 0.683 -0.30
C 0.252 2.245 0.478 -0.04
C 0.610 2.888 1.706 0.42
C -0.057 -1.059 -1.218 -0.62
C 0.279 -0.665 1.316 -0.61
C 0.547 -0.161 -0.129 -0.04
N -0.043 1.199 -0.208 -0.50
O 1.195 2.772 2.759 -0.42
H -0.868 4.347 0.292 0.23
H -1.114 -1.258 -1.226 0.21
H 0.084 -0.413 -2.113 0.21
H 0.471 -1.964 -1.380 0.23
H 0.878 -0.228 1.993 0.22
H 0.452 -1.785 1.438 0.21
H -0.825 -0.632 1.338 0.21
H 1.678 -0.216 -0.316 0.20
H -0.851 1.240 -0.929 0.39
```

Output
**Multiplicity**: 3
**Kohn-Sham gap (spin up / spin down)**: 5.21 / 6.79 eV
**Lowest unoccupied orbital energy (spin up / spin down)**: 0.82 / -2.38 eV
**Relative energy (zero: lowest compared OMol25 entry of this formula, charge and spin)**: 61.71 kcal/mol
**Electronic energy**: -9897.88714 eV